(1)
42
Properties=species:S:1:pos:R:3 method="wB97M-V/def2-TZVPD" lumo_energy_ev=0.555 smiles="FC(F)(F)c1cccc(NC(=S)N2CCN(c3ccccn3)CC2)c1" spin_multiplicity=1 de_lowest_kcal_mol=1.2 homo_lumo_gap_ev=8.69
F -2.170 -2.667 -1.756
C -1.844 -1.784 -0.791
F -1.741 -0.593 -1.397
F -2.915 -1.714 0.017
C -0.599 -2.190 -0.057
C 0.551 -1.427 -0.168
C 1.709 -1.821 0.504
C 1.692 -3.005 1.244
C 0.538 -3.756 1.341
C -0.623 -3.352 0.702
H -1.530 -3.930 0.777
H 0.539 -4.666 1.921
H 2.594 -3.327 1.742
N 2.881 -1.081 0.441
C 3.036 0.155 -0.163
N 2.188 1.136 0.196
C 2.181 2.398 -0.508
H 2.725 3.155 0.067
C 0.739 2.843 -0.772
N -0.072 2.708 0.425
C -1.364 2.246 0.330
N -1.841 1.581 1.383
C -3.094 1.158 1.354
C -3.947 1.358 0.285
C -3.455 2.056 -0.811
C -2.155 2.514 -0.798
H -1.763 3.079 -1.627
H -4.085 2.245 -1.667
H -4.956 0.980 0.305
H -3.415 0.622 2.238
C 0.675 2.404 1.621
H -0.035 2.299 2.441
H 1.358 3.230 1.836
C 1.428 1.088 1.437
H 2.107 0.898 2.277
H 0.684 0.286 1.407
H 0.315 2.223 -1.570
H 0.748 3.885 -1.116
H 2.706 2.261 -1.456
S 4.292 0.370 -1.215
H 3.732 -1.629 0.439
H 0.558 -0.551 -0.798

---

(2)
12
Properties=species:S:1:pos:R:3 method="wB97M-V/def2-TZVPD" lumo_energy_ev=1.157 smiles=CNCN spin_multiplicity=1 de_lowest_kcal_mol=12.8 homo_lumo_gap_ev=9.24
C 1.015 -1.448 -0.020
N 0.287 -0.347 0.541
C -0.369 0.580 -0.332
N -1.260 1.456 0.458
H 2.091 -1.289 -0.068
H 0.681 -1.562 -1.064
H 0.755 -2.384 0.478
H 0.057 -0.326 1.515
H 0.346 1.156 -0.921
H -1.004 0.018 -1.038
H -0.717 2.287 0.694
H -1.881 1.859 -0.244

---

(3)
23
Properties=species:S:1:pos:R:3 method="wB97M-V/def2-TZVPD" lumo_energy_ev=0.585 smiles=C[C@@H]1NC[C@@H](O)[C@H](O)[C@H]1O spin_multiplicity=1 de_lowest_kcal_mol=186.4 homo_lumo_gap_ev=10.05
C 2.439 -0.019 -0.043
C 1.054 -0.375 0.728
C -0.060 -1.057 -1.297
C -1.216 -0.177 -0.834
C -0.839 1.197 -0.344
C 0.071 0.683 0.761
H 3.382 0.343 0.636
H 2.605 0.755 -0.846
H 2.689 -0.993 -0.433
H 1.420 -0.686 1.620
H 1.468 -2.260 -0.436
H -0.243 -1.887 -1.776
H 0.915 -0.238 -1.518
H -1.884 -0.036 -1.773
H -1.215 -1.752 0.215
H -1.613 1.801 0.119
H 0.582 2.496 -0.069
H 0.574 1.691 1.242
H -1.446 -0.503 1.868
N 0.535 -1.649 -0.029
O -1.845 -0.997 0.107
O 0.080 2.052 -1.067
O -0.694 0.357 1.901

---

(4)
85
Properties=species:S:1:pos:R:3 method="wB97M-V/def2-TZVPD" lumo_energy_ev="0.707 / 0.700" spin_multiplicity=4 homo_lumo_gap_ev="6.91 / 7.02"
O 0.660 5.264 -3.075
C -0.373 5.337 -4.103
C 0.004 6.731 -4.579
H -1.366 5.286 -3.632
H -0.246 4.566 -4.878
C 1.054 6.614 -3.450
H -0.807 7.452 -4.421
H 0.420 6.751 -5.591
C 0.796 7.602 -2.332
H -0.266 7.624 -2.064
H 1.090 8.610 -2.647
H 1.390 7.335 -1.455
C 2.492 6.600 -3.917
H 2.634 5.851 -4.704
H 3.127 6.348 -3.063
H 2.797 7.580 -4.299
Cr 0.695 -0.336 0.434
C 2.078 -2.194 -0.532
C 0.840 -2.398 -1.195
C 0.455 -1.185 -1.826
H 0.316 -3.344 -1.285
C 1.502 -0.219 -1.590
C 2.511 -0.859 -0.769
H 3.487 -0.450 -0.497
H 2.646 -2.962 -0.010
H -0.405 -1.056 -2.489
H 1.573 0.762 -2.037
C 0.757 0.289 2.548
C 1.935 0.703 1.850
C 1.524 1.630 0.831
H 2.951 0.392 2.092
C 0.092 1.764 0.898
C -0.378 0.914 1.934
H -1.418 0.813 2.226
H 0.730 -0.348 3.426
H 2.177 2.196 0.171
H -0.529 2.481 0.361
O -0.967 3.789 -1.854
C 0.246 3.015 -2.127
C 0.165 2.385 -3.509
H 0.275 2.171 -1.403
H 1.154 3.611 -1.963
C -1.351 2.423 -3.804
H 0.514 1.354 -3.466
H 0.775 2.935 -4.229
C -2.005 3.094 -2.580
H -1.730 1.411 -3.958
H -1.568 3.003 -4.711
H -2.452 2.330 -1.918
H -2.769 3.821 -2.882
N -0.326 -1.667 1.122
P -0.566 -2.989 2.006
C 0.943 -3.946 2.159
C 1.103 -5.153 1.457
C 2.285 -5.884 1.591
C 3.327 -5.398 2.384
C 3.187 -4.174 3.047
C 1.998 -3.450 2.945
C -1.175 -2.588 3.650
C -0.689 -3.222 4.806
C -1.230 -2.898 6.054
C -2.254 -1.951 6.155
C -2.740 -1.324 5.001
C -2.210 -1.642 3.751
C -1.779 -4.093 1.291
C -2.130 -5.267 1.983
C -3.127 -6.097 1.469
C -3.759 -5.762 0.266
C -3.380 -4.613 -0.437
C -2.395 -3.764 0.075
H 0.287 -5.541 0.842
H 2.379 -6.841 1.076
H 4.247 -5.977 2.488
H 3.996 -3.785 3.668
H 1.877 -2.521 3.510
H 0.109 -3.960 4.730
H -0.844 -3.391 6.947
H -2.673 -1.704 7.133
H -3.537 -0.582 5.070
H -2.592 -1.160 2.847
H -1.632 -5.524 2.921
H -3.408 -6.998 2.015
H -4.552 -6.404 -0.116
H -3.860 -4.371 -1.385
H -2.110 -2.848 -0.448

---

(5)
27
Properties=species:S:1:pos:R:3 method="wB97M-V/def2-TZVPD" lumo_energy_ev="3.091 / 3.001" spin_multiplicity=4 total_charge=-1 de_lowest_kcal_mol=0.0 homo_lumo_gap_ev="4.93 / 6.25"
C 1.720 -0.387 -0.778
C 2.774 0.213 -0.106
C 2.727 1.306 0.774
C 1.609 2.044 1.209
C 0.295 1.854 0.846
V 0.129 0.117 0.114
P -0.362 -2.104 -1.068
H 1.969 -1.182 -1.480
H 3.785 -0.160 -0.288
H 3.697 1.655 1.142
H -0.483 2.521 1.228
H 1.885 2.870 1.882
H -0.985 -3.098 -0.248
H 0.714 -2.872 -1.552
H -1.205 -2.136 -2.227
N -5.749 0.766 -2.677
C -5.033 0.485 -1.790
C -4.146 0.135 -0.686
C -4.655 -0.472 0.474
C -3.794 -0.805 1.516
C -2.428 -0.545 1.352
N -1.953 0.024 0.220
C -2.782 0.398 -0.784
H -5.714 -0.671 0.541
H -4.147 -1.265 2.441
H -1.701 -0.803 2.123
H -2.334 0.882 -1.662

---

(6)
9
Properties=species:S:1:pos:R:3 method="wB97M-V/def2-TZVPD" lumo_energy_ev=-0.539 spin_multiplicity=1 de_lowest_kcal_mol=73.5 homo_lumo_gap_ev=8.25
C -2.821 -0.041 -0.261
C 0.240 0.471 -0.192
C 1.390 -0.342 0.287
O 0.240 1.539 -0.702
S -1.384 -0.488 0.386
H -2.685 0.838 -0.816
H 1.299 -1.403 -0.292
H 1.289 -0.699 1.287
H 2.433 0.126 0.303

---

(7)
96
Properties=species:S:1:pos:R:3 method="wB97M-V/def2-TZVPD" lumo_energy_ev="2.281 / 2.279" spin_multiplicity=3 total_charge=-1 de_lowest_kcal_mol=0.0 homo_lumo_gap_ev="7.24 / 7.19"
V -0.097 -0.739 -2.166
C -2.167 1.548 4.079
C -3.386 1.159 3.243
C -4.159 0.070 4.002
C -4.275 2.402 3.092
C -2.995 0.645 1.858
C -1.668 0.578 1.441
C -1.382 0.140 0.161
N -0.111 0.068 -0.416
C 1.028 0.351 0.361
C 1.595 -0.617 1.180
C 2.813 -0.399 1.796
C 3.428 0.840 1.635
C 2.890 1.873 0.870
C 1.683 1.578 0.233
O 1.157 2.517 -0.691
C 3.586 3.227 0.732
C 2.675 4.333 1.288
C 3.922 3.512 -0.740
C 4.897 3.279 1.523
C 3.547 -1.500 2.560
C 2.719 -2.783 2.641
C 3.869 -1.037 3.987
C 4.846 -1.818 1.804
C -2.393 -0.266 -0.712
O -1.969 -0.673 -1.922
C -3.733 -0.208 -0.326
C -3.994 0.253 0.966
C -4.843 -0.625 -1.289
C -4.648 -2.091 -1.704
C -6.231 -0.496 -0.659
C -4.806 0.278 -2.531
H -2.496 1.905 5.058
H -1.596 2.347 3.604
H -1.501 0.698 4.237
H -4.450 0.430 4.993
H -3.542 -0.821 4.125
H -5.064 -0.222 3.468
H -4.558 2.790 4.075
H -5.188 2.172 2.542
H -3.746 3.185 2.548
H -0.855 0.890 2.082
H 1.088 -1.570 1.227
H 4.376 0.998 2.125
H 1.733 4.410 0.753
H 3.180 5.300 1.210
H 2.453 4.149 2.340
H 3.028 3.639 -1.347
H 4.510 2.699 -1.168
H 4.515 4.427 -0.806
H 4.741 3.137 2.594
H 5.351 4.261 1.382
H 5.610 2.529 1.175
H 1.767 -2.616 3.147
H 3.274 -3.535 3.205
H 2.520 -3.186 1.647
H 2.953 -0.814 4.538
H 4.492 -0.142 3.993
H 4.409 -1.822 4.521
H 4.624 -2.109 0.776
H 5.377 -2.639 2.295
H 5.513 -0.954 1.778
H -5.023 0.313 1.293
H -4.677 -2.743 -0.828
H -3.694 -2.234 -2.207
H -5.448 -2.396 -2.384
H -6.336 -1.130 0.224
H -6.981 -0.812 -1.388
H -6.453 0.534 -0.376
H -3.844 0.213 -3.033
H -4.980 1.319 -2.249
H -5.588 -0.024 -3.234
F 0.917 -5.020 -5.099
C 1.095 -4.351 -3.958
F 1.514 -5.199 -3.027
F 2.007 -3.408 -4.146
S -0.503 -3.597 -3.417
O -0.092 -2.830 -2.238
O -1.374 -4.690 -3.173
N -0.994 -2.704 -4.595
S -0.383 -1.426 -5.255
O 0.635 -1.639 -6.226
O -0.165 -0.325 -4.312
C -1.863 -0.876 -6.206
F -2.221 -1.819 -7.076
F -1.535 0.226 -6.883
F -2.885 -0.604 -5.410
Cl 5.502 -1.636 -2.218
C 4.150 -0.537 -1.829
C 2.817 -1.286 -1.739
O 2.715 -2.294 -1.064
O 1.861 -0.684 -2.363
H 4.118 0.236 -2.588
H 4.366 -0.107 -0.851
N -0.986 3.559 -0.165
C 0.016 3.038 -0.394

---

(8)
37
Properties=species:S:1:pos:R:3 method="wB97M-V/def2-TZVPD" lumo_energy_ev="4.085 / 4.083" spin_multiplicity=5 total_charge=-2 de_lowest_kcal_mol=0.0 homo_lumo_gap_ev="6.13 / 6.12"
Fe -0.531 -0.025 0.241
N -2.905 -3.826 -0.823
C -1.914 -2.894 -0.487
S -2.209 -1.884 0.871
N -0.850 -2.950 -1.229
N 0.109 -1.998 -0.856
C 1.301 -2.387 -1.097
C 2.515 -1.620 -0.867
C 3.746 -2.252 -1.056
C 4.948 -1.601 -0.844
C 4.904 -0.264 -0.426
C 3.705 0.389 -0.242
C 2.460 -0.263 -0.460
O 1.350 0.368 -0.332
H -3.825 -3.509 -0.562
H -2.822 -4.140 -1.778
H 1.422 -3.393 -1.506
H 3.743 -3.292 -1.372
H 5.892 -2.112 -0.987
H 5.832 0.269 -0.239
H 3.669 1.422 0.086
Cl 0.140 3.128 0.190
C -1.506 2.854 -0.327
C -1.949 1.546 -0.551
C -3.280 1.473 -0.943
Cl -3.931 -0.060 -1.490
C -4.138 2.573 -1.034
Cl -5.812 2.386 -1.471
C -3.644 3.847 -0.790
Cl -4.676 5.237 -0.921
C -2.304 3.995 -0.456
Cl -1.661 5.589 -0.204
N 1.802 0.621 6.236
C 0.969 0.753 5.434
N -0.051 0.959 4.637
C -0.143 0.641 3.388
N -0.357 0.423 2.267

---

(9)
13
Properties=species:S:1:pos:R:3 method="wB97M-V/def2-TZVPD" lumo_energy_ev=-10.329 spin_multiplicity=1 total_charge=+2 de_lowest_kcal_mol=20.4 homo_lumo_gap_ev=10.83
C -0.436 -1.000 0.922
N -0.580 -1.826 0.014
N 0.013 0.339 1.120
N 0.570 2.323 0.385
N -0.239 -1.319 -1.692
N 0.280 1.162 0.189
H -0.607 -1.499 1.828
H 0.187 0.392 2.143
H 0.750 2.757 1.316
H 0.857 2.618 -0.512
H -1.257 -1.123 -1.878
H -0.049 -2.198 -2.238
H 0.511 -0.626 -1.598

---

(10)
75
Properties=species:S:1:pos:R:3 method="wB97M-V/def2-TZVPD" lumo_energy_ev="-0.205 / -0.278" spin_multiplicity=2 de_lowest_kcal_mol=11.1 homo_lumo_gap_ev="6.90 / 6.92"
Ti 0.501 -1.356 0.694
I -0.422 0.569 2.833
C -1.626 2.257 2.436
C -2.124 2.755 3.604
C -2.975 3.874 3.630
C -3.300 4.477 2.459
C -2.800 3.988 1.226
C -3.153 4.685 0.050
C -2.688 4.288 -1.163
C -1.868 3.151 -1.234
C -1.507 2.408 -0.134
P -0.423 0.961 -0.583
C 0.941 1.913 -1.344
C 1.044 2.180 -2.706
C 2.063 2.993 -3.185
C 2.987 3.544 -2.308
C 2.899 3.269 -0.950
C 1.883 2.453 -0.470
C -1.342 0.202 -1.984
C -2.733 0.282 -2.081
C -3.420 -0.431 -3.056
C -2.729 -1.238 -3.950
C -1.346 -1.326 -3.863
C -0.656 -0.615 -2.887
C -1.948 2.832 1.168
H -1.856 2.279 4.539
H -3.351 4.240 4.576
H -3.943 5.349 2.441
H -3.796 5.554 0.145
H -2.941 4.829 -2.066
H -1.515 2.848 -2.211
H 0.331 1.752 -3.400
H 2.135 3.194 -4.246
H 3.783 4.175 -2.684
H 3.627 3.680 -0.262
H 1.825 2.239 0.593
H -3.285 0.912 -1.395
H -4.499 -0.346 -3.122
H -3.264 -1.789 -4.714
H -0.796 -1.949 -4.556
H 0.420 -0.707 -2.824
C -3.274 -3.338 -0.576
C -1.880 -2.921 -0.237
N -1.595 -1.817 0.384
O -2.637 -0.969 0.754
C -0.731 -3.724 -0.600
C -0.767 -5.066 -1.249
N 0.374 -3.145 -0.212
O 1.554 -3.575 -0.276
H -3.974 -3.066 0.215
H -3.313 -4.416 -0.706
H -3.594 -2.872 -1.511
H -3.401 -1.172 0.193
H -1.363 -5.053 -2.164
H -1.171 -5.831 -0.580
H 0.255 -5.347 -1.500
Se 0.433 -2.641 2.911
C 2.277 -2.461 3.437
C 3.298 -2.842 2.566
C 4.628 -2.687 2.943
C 4.949 -2.166 4.190
C 3.933 -1.799 5.061
C 2.602 -1.940 4.686
H 3.044 -3.243 1.591
H 5.414 -2.970 2.253
H 5.986 -2.046 4.481
H 4.175 -1.394 6.037
H 1.808 -1.644 5.361
Cl 4.744 -2.190 -0.831
C 4.099 -0.536 -0.848
Cl 5.084 0.493 0.184
Cl 4.088 0.086 -2.503
C 2.650 -0.639 -0.304
O 1.725 -0.948 -1.092
O 2.449 -0.493 0.928

---

(11)
17
Properties=species:S:1:pos:R:3 method="wB97M-V/def2-TZVPD" lumo_energy_ev=-3.519 spin_multiplicity=1 total_charge=+1 de_lowest_kcal_mol=61.0 homo_lumo_gap_ev=9.82
C 1.063 -0.042 -1.968
C 0.677 -1.287 -2.216
H 2.007 0.223 -1.505
H 0.355 0.763 -2.147
H 1.186 -2.168 -1.848
H -0.259 -1.466 -2.731
C -1.223 0.022 1.158
C 0.019 0.432 1.447
N 0.540 1.637 0.765
N -1.776 -1.146 1.646
H -1.895 0.646 0.577
H 0.735 -0.124 2.028
H 1.477 1.479 0.384
H -0.063 1.886 -0.022
H 0.584 2.455 1.373
H -1.130 -1.718 2.157
H -2.297 -1.592 0.901